Entry from OMol25: a structure of composition C22H31BrN3O6Sc in a non-equilibrium geometry (ωB97M-V/def2-TZVPD).

```
64
C22H31BrN3O6Sc, DFT ωB97M-V/def2-TZVPD
Sc 0.6987 0.4435 -0.3643
O 1.7384 4.2915 0.1121
C 1.4116 3.1742 0.4410
O 0.6890 2.3540 -0.2728
C 1.7902 2.6572 1.8523
C 0.5633 2.0165 2.5151
C 0.8222 1.7631 4.0052
C 1.7540 0.5279 3.9602
C 1.9046 0.3310 2.4521
O 0.5817 0.6723 1.9568
C 2.7927 1.4523 1.8738
C 3.3616 1.1218 0.4766
O 4.4491 1.5430 0.1574
O 2.5919 0.3663 -0.2565
H 2.1697 3.5137 2.4012
H -0.3758 2.5122 2.3015
H -0.1095 1.5446 4.5257
H 1.2821 2.6307 4.4744
H 1.2884 -0.3434 4.4190
H 2.7175 0.6946 4.4377
H 2.1600 -0.6745 2.1467
H 3.6461 1.6608 2.5135
C 2.0590 -1.2755 -3.1582
C 0.7069 -0.5581 -3.2106
C -0.2650 -1.3644 -4.0754
O 0.1652 -0.3697 -1.9296
H 1.9159 -2.3201 -2.8677
H 2.7168 -0.7889 -2.4381
H 2.5403 -1.2480 -4.1368
H 0.8531 0.4203 -3.6903
H -0.4830 -2.3131 -3.5790
H 0.1755 -1.5649 -5.0529
H -1.2017 -0.8211 -4.2174
C -2.3484 1.6205 0.8810
C -3.8794 1.8256 0.7344
N -4.3694 1.1391 -0.4560
C -3.6991 1.6900 -1.6345
C -2.1611 1.5658 -1.4933
N -1.8255 0.8318 -0.2501
C -2.5137 -0.4748 -0.2687
C -4.0504 -0.2804 -0.3488
H -2.1094 1.0909 1.8057
H -1.8294 2.5790 0.8758
H -4.1262 2.8844 0.6425
H -4.4120 1.4311 1.6018
H -4.0054 2.7320 -1.7409
H -4.0609 1.1461 -2.5089
H -1.6797 2.5418 -1.4296
H -1.7208 1.0269 -2.3296
H -2.2358 -1.0145 0.6419
H -2.1424 -1.0185 -1.1372
H -4.5512 -0.6783 0.5359
H -4.4617 -0.7893 -1.2222
Br 4.0631 -2.2064 0.8260
C 2.4132 -2.9946 0.3236
C 2.4426 -4.3717 0.1351
C 1.2795 -5.0102 -0.2448
C 0.1390 -4.2466 -0.4314
C 0.2162 -2.8854 -0.2199
N 1.3296 -2.2413 0.1653
H 3.3681 -4.9068 0.2857
H 1.2616 -6.0825 -0.3874
H -0.7937 -4.6943 -0.7453
H -0.6475 -2.2590 -0.3790
```

Results
E_HOMO = -8.525 eV
E = -4807.5564 hartree
Spin multiplicity = 1
Frontier orbital gap = 8.6842 eV

=====

Entry from OMol25: a structure of composition C22H31ClF8NO8S2Si in a non-equilibrium geometry (ωB97M-V/def2-TZVPD).

```
74
C22H31ClF8NO8S2Si, DFT ωB97M-V/def2-TZVPD
C 3.1621 2.3805 2.4443
C 3.6395 2.8790 1.0555
Cl 3.5949 1.5286 -0.1404
C 2.9336 4.1518 0.5683
S 1.2943 3.8300 -0.1452
O 1.5369 3.4679 -1.5138
O 0.7212 2.7710 0.6701
N 0.5164 5.2307 0.0698
S -0.9544 5.2657 -0.5540
O -1.0953 6.4760 -1.3229
O -1.3651 4.1196 -1.3339
C -2.2005 5.4333 0.8183
F -3.0523 6.4504 0.5558
F -1.5045 5.8460 1.9280
C -2.9363 4.1199 1.1007
C -2.1749 3.3364 2.2076
Si -2.7519 1.5637 2.4341
C -4.5343 1.4488 3.1019
C -1.6664 0.8256 3.8171
C -2.4993 0.4612 0.9341
C -1.8244 0.8161 -0.2193
C -1.6387 -0.0586 -1.2675
C -2.1295 -1.3399 -1.1726
C -2.8290 -1.7120 -0.0433
C -3.0077 -0.8354 0.9944
H 3.9920 2.2552 3.1468
H 2.3940 3.0543 2.8340
H 2.6938 1.4022 2.3057
H 4.6980 3.1375 1.1586
H 2.8115 4.8777 1.3789
H 3.5647 4.5972 -0.2081
H -3.1041 3.5444 0.1883
H -3.9282 4.3948 1.4895
H -2.3724 3.8563 3.1539
H -1.1037 3.3286 1.9678
H -5.1375 2.3330 2.8627
H -4.4829 1.3946 4.1994
H -5.0452 0.5342 2.7799
H -1.8079 -0.2617 3.8406
H -0.6252 1.0148 3.5167
H -1.8492 1.2968 4.7883
H -1.4074 1.8169 -0.3339
H -1.0779 0.2604 -2.1416
H -1.9587 -2.0304 -1.9961
H -3.2279 -2.7203 0.0463
H -3.5548 -1.1726 1.8758
C -2.0122 -8.6584 -0.0161
C -2.6555 -7.4939 -0.7399
O -3.6042 -6.8089 0.0976
C -3.0873 -6.0142 1.0303
O -1.9233 -5.8273 1.2227
C -4.2109 -5.3303 1.8200
F -5.1371 -6.2090 2.2357
F -4.8382 -4.4165 1.0664
F -3.7467 -4.7101 2.9008
H -2.7762 -9.3392 0.3627
H -1.3490 -9.2045 -0.6864
H -1.4305 -8.3201 0.8405
H -3.2196 -7.8589 -1.5963
H -1.9123 -6.7910 -1.1169
C 4.8155 0.5958 -2.9724
C 5.0527 0.4983 -4.4634
O 6.2837 -0.1988 -4.7677
C 6.2591 -1.5159 -4.6404
O 5.3201 -2.1769 -4.3050
C 7.6248 -2.1028 -5.0239
F 8.6324 -1.4628 -4.4140
F 7.8337 -2.0082 -6.3475
F 7.7151 -3.3912 -4.6966
H 5.6688 1.0637 -2.4802
H 3.9223 1.1821 -2.7668
H 4.6891 -0.3896 -2.5242
H 5.1626 1.4964 -4.8829
H 4.2174 0.0218 -4.9767
```

Results
Charge = -1
E_HOMO = -6.159 eV
E = -3858.6991 hartree
Spin multiplicity = 1
Frontier orbital gap = 8.1977 eV

=====

Entry from OMol25: a structure of composition C22H31FN2PdSi2 in a non-equilibrium geometry (ωB97M-V/def2-TZVPD).

```
59
C22H31FN2PdSi2, DFT ωB97M-V/def2-TZVPD
Pd -0.3519 0.0297 0.4834
N -0.4054 -2.5325 -0.6957
C 0.7232 -2.7861 -1.3973
C 0.8787 -3.9139 -2.1881
C 2.0302 -4.1135 -2.9457
C 3.0617 -3.2110 -2.9247
C 2.9713 -2.0665 -2.1146
C 4.0070 -1.1133 -2.0145
C 3.8485 -0.0208 -1.2065
C 2.6408 0.1357 -0.5122
N 1.6587 -0.7298 -0.5857
C 1.7918 -1.8312 -1.3546
H -1.1143 -3.2399 -0.6230
H -0.4102 -1.6899 -0.0747
H 0.0840 -4.6452 -2.2241
H 2.1009 -4.9962 -3.5633
H 3.9493 -3.3660 -3.5176
H 4.9225 -1.2743 -2.5669
H 4.6253 0.7195 -1.0954
H 2.4779 0.9921 0.1319
C 0.8760 3.4367 1.2222
Si -0.8487 2.8871 0.5739
C -1.7294 4.4826 -0.0175
C -1.9731 2.2171 1.9894
C -0.6456 1.6998 -0.8619
Si -2.0352 0.6239 -1.5324
C -1.3637 -0.4660 -2.9651
C -3.3854 1.7432 -2.3092
C -3.0455 -0.4527 -0.2598
H 0.7853 3.9933 2.1493
H 1.3522 4.0889 0.4973
H 1.5428 2.5968 1.3984
H -1.8741 5.1696 0.8096
H -2.7037 4.2574 -0.4357
H -1.1549 4.9970 -0.7797
H -1.8537 2.8089 2.8919
H -1.7528 1.1753 2.2484
H -3.0172 2.2751 1.6956
H 0.2306 1.8168 -1.4933
H -1.3365 0.1227 -3.8747
H -2.0000 -1.3244 -3.1504
H -0.3574 -0.8281 -2.7816
H -2.9608 2.3939 -3.0645
H -3.8664 2.3701 -1.5672
H -4.1533 1.1425 -2.7838
H -2.4608 -0.7489 0.6299
H -3.4186 -1.3584 -0.7307
H -3.9037 0.1099 0.0953
F 1.1883 -1.7200 6.2706
C 0.9190 -1.3530 4.9915
C 0.5699 -2.3221 4.0740
C 0.2738 -1.9390 2.7718
C 0.3319 -0.6008 2.3890
C 0.7107 0.3451 3.3380
C 0.9975 -0.0193 4.6449
H 0.5280 -3.3571 4.3796
H -0.0001 -2.7216 2.0709
H 0.7732 1.3945 3.0772
H 1.2739 0.7149 5.3857
```

Results
E_HOMO (alpha / beta) = -7.095 / -7.095 eV
E = -1773.1169 hartree
Spin multiplicity = 1
Frontier orbital gap (alpha / beta) = 5.6654 / 5.6649 eV

=====

Entry from OMol25: a structure of composition C22H32Cl2FeN3O3 in a non-equilibrium geometry (ωB97M-V/def2-TZVPD).

```
63
C22H32Cl2FeN3O3, DFT ωB97M-V/def2-TZVPD
O 0.0781 1.6307 -1.6616
C -0.8756 1.5406 -2.4830
C -0.6194 2.0181 -3.8400
C 0.5240 2.8155 -4.0689
H 1.1515 3.1066 -3.2243
C 0.8531 3.2177 -5.3635
H 1.7440 3.8266 -5.5270
C 0.0259 2.8629 -6.4425
H 0.2814 3.1886 -7.4524
C -1.1188 2.0775 -6.2177
H -1.7592 1.8116 -7.0572
C -1.4465 1.6612 -4.9275
H -2.3275 1.0585 -4.7245
H -1.8128 1.0393 -2.1874
C -2.5618 2.7525 -0.2983
C -2.0734 1.4324 0.0855
H -3.3420 3.1219 0.3921
H -2.9798 2.7443 -1.3212
H -1.7206 3.4661 -0.2790
C -2.4511 0.5393 0.9798
C -3.5239 0.7324 2.0363
H -1.9920 -0.4529 1.0176
H -4.3692 1.3238 1.6513
H -3.1301 1.2590 2.9209
H -3.8875 -0.2458 2.3733
Fe 0.5255 1.1071 0.0285
Cl 1.4916 3.0497 0.5160
Cl 0.0165 -1.0813 -0.5725
H 4.1606 -0.2080 -2.0545
H 5.2652 1.5341 -0.5084
C 3.3052 -0.0444 -1.3819
C 4.5096 1.3549 0.2676
N 3.7617 0.1480 -0.0186
H 2.6144 -0.8904 -1.4238
C 3.7123 -0.8556 0.9046
O 3.0771 -1.9016 0.7918
H 4.9932 1.2335 1.2427
H 4.3189 -0.6136 1.8084
H 2.7830 0.8660 -1.7147
H 3.8289 2.2181 0.3144
H -1.9617 -6.1029 2.5487
H -0.3661 -6.0238 0.2547
C -2.4277 -5.2146 2.0998
C -1.0566 -5.1967 0.0289
N -1.4892 -4.5201 1.2432
H -2.7553 -4.5307 2.8845
C -0.9650 -3.3370 1.6289
O -1.3104 -2.6991 2.6266
H -0.5474 -4.4693 -0.6134
H -0.1849 -2.9731 0.9332
H -3.2814 -5.5524 1.5013
H -1.9273 -5.6129 -0.4936
C 0.7787 -0.1316 5.0497
C 0.4738 1.1762 4.6691
C 0.3248 1.4739 3.3056
N 0.5231 0.5533 2.3493
C 0.8106 -0.6970 2.7230
C 0.9272 -1.0912 4.0536
H 0.8967 -0.4030 6.0993
H 0.3515 1.9778 5.3948
H 0.0713 2.4779 2.9631
H 0.9514 -1.4068 1.9120
H 1.1335 -2.1414 4.2573
```

Results
<S²> = 8.78
E_HOMO (alpha / beta) = -8.000 / -8.026 eV
E = -3431.5660 hartree
Spin multiplicity = 6
Frontier orbital gap (alpha / beta) = 6.9966 / 6.8462 eV

=====

Entry from OMol25: an isolated molecule of C22H32N2O4S in a non-equilibrium geometry (ωB97M-V/def2-TZVPD).

```
61
C22H32N2O4S, DFT ωB97M-V/def2-TZVPD
C 2.3725 4.5982 -5.4588
O 2.6467 4.2038 -4.1340
C 2.7064 2.8805 -3.8473
C 2.5019 1.8515 -4.7633
C 2.5796 0.5315 -4.3546
C 2.8568 0.2007 -3.0333
O 2.8525 -1.1149 -2.6355
C 4.0835 -1.7984 -2.8228
C 3.0751 1.2334 -2.1275
S 3.4604 0.9129 -0.3921
O 4.4395 -0.1297 -0.2942
O 3.7734 2.1823 0.1964
N 2.0722 0.3845 0.3311
C 0.9653 1.3054 0.3125
C -0.0154 0.8974 1.4113
N -0.4941 -0.4498 1.1513
C -1.7307 -0.8264 1.8601
C -2.8883 -0.0331 1.2286
C -4.2203 -0.4003 1.8795
C -4.5040 -1.8830 1.6635
C -3.3759 -2.6915 2.2949
C -3.3164 -2.4081 3.7944
C -3.0338 -0.9232 4.0092
C -4.1543 -0.0997 3.3760
C -1.6953 -0.5461 3.3725
C -2.0347 -2.3186 1.6618
C 0.6433 -1.3505 1.2293
C 1.6476 -0.9781 0.1366
C 2.9953 2.5491 -2.5215
H 2.3824 5.6866 -5.4476
H 1.3884 4.2490 -5.7866
H 3.1383 4.2371 -6.1522
H 2.2797 2.0626 -5.7973
H 2.4102 -0.2632 -5.0658
H 4.4337 -1.7022 -3.8555
H 3.8767 -2.8431 -2.6000
H 4.8390 -1.4147 -2.1328
H 1.3657 2.3022 0.4982
H 0.4532 1.2867 -0.6620
H -0.8453 1.6016 1.4153
H 0.5156 0.9642 2.3757
H -2.7292 1.0384 1.3491
H -2.9146 -0.2472 0.1590
H -5.0183 0.1965 1.4225
H -4.5660 -2.0991 0.5948
H -5.4594 -2.1545 2.1182
H -3.5564 -3.7605 2.1324
H -4.2644 -2.6787 4.2645
H -2.5298 -3.0087 4.2569
H -2.9898 -0.7120 5.0841
H -5.1081 -0.3467 3.8477
H -3.9688 0.9652 3.5337
H -1.5000 0.5122 3.5535
H -0.8889 -1.1226 3.8323
H -1.2661 -2.9272 2.1400
H -2.0452 -2.5455 0.5943
H 0.3300 -2.3752 1.0455
H 1.1477 -1.2953 2.2091
H 2.5360 -1.6063 0.1884
H 1.1705 -1.1044 -0.8444
H 3.1748 3.3249 -1.7955
```

Results
E_HOMO = -8.447 eV
E = -1666.1605 hartree
SMILES = COc1ccc(OC)c(S(=O)(=O)N2CCN([C@]34C[C@H]5C[C@H](C[C@H](C5)C3)C4)CC2)c1
Spin multiplicity = 1
Frontier orbital gap = 9.1302 eV

=====

Entry from OMol25: an isolated molecule of C22H32N2O5S in a non-equilibrium geometry (ωB97M-V/def2-TZVPD).

```
62
C22H32N2O5S, DFT ωB97M-V/def2-TZVPD
C -0.6391 -4.9312 1.3689
C -0.1468 -4.1388 0.1608
C 0.3102 -5.0786 -0.9565
C 0.8030 -4.2974 -2.1701
C 1.9575 -3.3841 -1.7750
C 1.5074 -2.4297 -0.6746
C 1.0119 -3.2103 0.5472
N 0.5962 -2.2774 1.5754
C 1.2300 -2.0955 2.7431
O 2.1330 -2.7896 3.1555
C 0.6879 -0.9025 3.5641
C 1.8019 -0.2555 4.3754
O 0.1137 0.0202 2.6319
C -0.8473 0.8562 3.0311
O -1.2333 0.9743 4.1648
C -1.4067 1.5885 1.8583
C -2.2942 2.6450 2.0462
C -2.8581 3.2852 0.9548
C -2.5531 2.8690 -0.3337
C -1.6742 1.8169 -0.5105
S -1.2138 1.2272 -2.1459
O -2.2322 1.6022 -3.0780
O -0.8546 -0.1562 -2.0189
N 0.1618 2.0640 -2.5348
C 1.3536 1.7290 -1.7913
C 2.5819 2.2119 -2.5590
C 2.4765 3.7132 -2.8144
C 1.1778 4.0138 -3.5587
C -0.0105 3.4794 -2.7628
C -1.0923 1.1831 0.5644
H 0.1661 -5.5394 1.7751
H -1.4582 -5.5874 1.0841
H -0.9887 -4.2646 2.1537
H -0.9664 -3.5176 -0.2197
H -0.5196 -5.7271 -1.2445
H 1.1157 -5.7143 -0.5810
H 1.1232 -4.9901 -2.9508
H -0.0116 -3.6898 -2.5694
H 2.2951 -2.8121 -2.6409
H 2.7967 -3.9857 -1.4178
H 2.3342 -1.7809 -0.3747
H 0.6952 -1.8037 -1.0566
H 1.8296 -3.7966 0.9791
H -0.1375 -1.6369 1.3136
H -0.1019 -1.2591 4.2398
H 1.3924 0.4879 5.0544
H 2.5162 0.2187 3.7060
H 2.3124 -1.0292 4.9411
H -2.5363 2.9439 3.0549
H -3.5461 4.1027 1.1069
H -3.0005 3.3295 -1.2005
H 1.3641 0.6447 -1.6804
H 1.3339 2.1943 -0.7916
H 2.6311 1.6834 -3.5116
H 3.4806 1.9805 -1.9860
H 3.3317 4.0555 -3.3986
H 2.4832 4.2473 -1.8609
H 1.1958 3.5258 -4.5336
H 1.0599 5.0876 -3.7093
H -0.9418 3.5979 -3.3173
H -0.0901 4.0211 -1.8052
H -0.4175 0.3646 0.3766
```

Results
E_HOMO = -9.490 eV
E = -1741.4801 hartree
SMILES = C[C@@H]1CCCC[C@H]1NC(=O)[C@@H](C)OC(=O)c1cccc(S(=O)(=O)N2CCCCC2)c1
Spin multiplicity = 1
Frontier orbital gap = 9.4080 eV

=====

Entry from OMol25: a cluster of 2 separate species, C22H32N2O6 in total (ωB97M-V/def2-TZVPD).

```
62
C22H32N2O6, DFT ωB97M-V/def2-TZVPD
C 1.4341 1.3656 3.6120
C 2.2274 2.2845 2.6899
O 1.4281 3.3571 2.1955
C 1.0550 3.2636 0.8500
C 0.1337 2.0832 0.5493
O -0.9289 1.9184 1.4585
C -1.7034 3.0945 1.6371
C -2.9059 2.8367 2.5069
C -2.6464 1.8616 3.6549
C -2.7781 0.3877 3.2501
O -4.0335 2.3673 1.7139
C -5.1757 2.7872 2.3418
O -6.2634 2.4424 2.0420
O -4.8516 3.6520 3.3398
C -3.5531 4.1430 2.9803
O -3.0167 4.8180 4.0399
H 0.9430 0.5566 3.0688
H 2.0769 0.9463 4.3856
H 0.6668 1.9623 4.1064
H 3.0475 2.7455 3.2420
H 2.6632 1.7343 1.8474
H 1.9319 3.2072 0.1888
H 0.5466 4.1988 0.6111
H -0.2372 2.2120 -0.4837
H 0.7014 1.1466 0.5885
H -2.0366 3.4719 0.6618
H -1.0990 3.8579 2.1411
H -3.3185 2.0831 4.4825
H -1.6389 2.0527 4.0285
H -2.8710 0.2808 2.1706
H -1.9028 -0.1781 3.5740
H -3.6631 -0.0666 3.6939
H -3.7195 4.7678 2.0886
H -2.3251 5.4109 3.7329
C 4.8744 -4.2933 -6.3719
N 3.8551 -3.9088 -5.3632
C 4.0919 -4.1766 -4.0676
C 3.1855 -3.8235 -3.0956
C 2.0082 -3.1727 -3.4591
C 1.7834 -2.9128 -4.8071
C 2.7239 -3.2945 -5.7393
C 1.0121 -2.7625 -2.4328
C 0.5965 -1.4388 -2.3351
C -0.3485 -1.0910 -1.3927
N -0.8738 -2.0136 -0.5754
C -0.4779 -3.2956 -0.6409
C 0.4657 -3.6980 -1.5568
C -1.9230 -1.6370 0.4048
H 5.0574 -5.3619 -6.2957
H 5.7869 -3.7361 -6.1754
H 4.4996 -4.0528 -7.3609
H 5.0237 -4.6753 -3.8392
H 3.4131 -4.0488 -2.0628
H 0.8782 -2.4290 -5.1473
H 2.5918 -3.1191 -6.7972
H 1.0021 -0.6686 -2.9765
H -0.7039 -0.0771 -1.2734
H -0.9457 -3.9815 0.0517
H 0.7498 -4.7408 -1.5906
H -1.5868 -1.9073 1.4024
H -2.8360 -2.1702 0.1505
H -2.0911 -0.5654 0.3567
```

Results
Charge = +2
E_HOMO = -13.830 eV
E = -1417.8785 hartree
Spin multiplicity = 1
Frontier orbital gap = 6.0075 eV